{
  "formula": "C4H7Br3MgN",
  "method": "wB97M-V/def2-TZVPD",
  "elements": ["Mg", "Br", "Br", "Br", "C", "C", "C", "C", "N", "H", "H", "H", "H", "H", "H", "H"],
  "coordinates": [[-2.953, 0.775, -0.663], [-3.665, -1.345, -1.610], [-4.674, 1.994, 0.487], [-1.634, 2.026, -2.076], [1.398, -0.997, -0.843], [1.835, -0.008, 0.208], [0.958, 0.023, 1.469], [-0.453, 0.197, 1.140], [-1.546, 0.346, 0.871], [0.372, -0.790, -1.174], [1.344, -2.035, -0.500], [2.017, -0.962, -1.739], [1.828, 0.986, -0.239], [2.862, -0.233, 0.506], [1.293, 0.881, 2.054], [1.018, -0.858, 2.109]],
  "forces_ev_per_a": [[-1.013, -0.559, 0.428], [0.027, -0.440, -0.047], [-0.411, 0.306, 0.370], [1.119, 0.838, -0.928], [-0.981, -0.482, -0.401], [0.225, -0.307, -0.126], [0.098, 0.312, -0.081], [0.981, 0.057, 0.431], [-0.623, -0.070, -0.188], [0.151, 0.191, -0.046], [0.336, 0.067, 0.190], [0.131, 0.047, 0.094], [0.000, 0.068, 0.099], [-0.024, 0.150, 0.162], [-0.261, -0.029, 0.219], [0.245, -0.150, -0.174]],
  "gap_ev": 7.8,
  "total_charge": -1,
  "e_lumo_ev": 2.602,
  "total_energy_ha": -8133.80881,
  "relative_energy_ev": 0.0000
}